Molecular formula: C49H111N13O9
Method: DFT, the ωB97M-V functional and the def2-TZVPD basis

For the total energy, the calculation gives -90410.2101 eV. The value obtained for the HOMO-LUMO gap is 7.79 eV. For the relative energy (zero: lowest compared OMol25 entry of this formula, charge and spin), the calculation gives 25.9 kcal per mole. Its highest occupied orbital energy is -7.7952 eV. As for the lowest unoccupied orbital energy: -0.01 eV. The charge is 0.

The geometry in XYZ format:
```
182
Properties=species:S:1:pos:R:3:lowdin_charge:R:1
C 0.422 5.538 -2.571 -0.0198
C -1.029 5.073 -2.568 -0.5114
C -1.415 4.488 -1.204 -0.0210
C -1.995 6.221 -2.829 -0.1482
C -1.973 6.711 -4.261 -0.1867
C -2.299 5.544 -5.169 -0.1399
C -1.359 4.339 -5.019 -0.5199
C -2.060 3.162 -5.705 -0.0332
C -0.008 4.608 -5.704 -0.0147
N -1.213 4.051 -3.603 -0.1129
O -0.609 2.811 -3.307 -0.0151
H 1.129 4.713 -2.522 0.0695
H 0.654 6.313 -3.302 0.0739
H 0.621 6.132 -1.659 0.0914
H -1.552 5.263 -0.453 0.0923
H -2.358 3.952 -1.349 0.0862
H -0.676 3.763 -0.864 0.0471
H -3.027 6.025 -2.521 0.1243
H -1.755 7.025 -2.118 0.1247
H -2.651 7.556 -4.441 0.1130
H -1.047 7.238 -4.526 0.1056
H -2.288 5.857 -6.218 0.1234
H -3.315 5.179 -4.994 0.1225
H -1.329 2.354 -5.836 0.0832
H -2.385 3.411 -6.714 0.0886
H -2.831 2.758 -5.054 0.0614
H 0.749 3.920 -5.324 0.0709
H 0.347 5.604 -5.427 0.0673
H -0.080 4.580 -6.791 0.0860
H -1.305 2.356 -2.819 0.0694
C 3.399 -1.583 1.626 -0.0292
C 2.286 -1.376 0.591 -0.5009
C 2.775 -1.877 -0.769 -0.0221
C 1.031 -2.185 0.931 -0.1270
C 0.217 -1.556 2.041 -0.1770
C -0.184 -0.138 1.686 -0.1268
C 1.025 0.759 1.364 -0.5164
C 0.543 2.009 0.645 -0.0389
C 1.634 1.187 2.702 -0.0199
N 1.910 0.031 0.486 -0.0815
O 3.000 0.870 0.116 -0.0185
H 4.197 -0.865 1.449 0.0811
H 3.063 -1.500 2.669 0.0519
H 3.696 -2.638 1.660 0.0882
H 2.648 -2.955 -0.867 0.0904
H 2.122 -1.485 -1.558 0.0899
H 3.795 -1.551 -0.979 0.0774
H 0.384 -2.290 0.052 0.1092
H 1.219 -3.229 1.195 0.0917
H -0.707 -2.100 2.279 0.1054
H 0.717 -1.543 3.017 0.1038
H -0.688 0.294 2.556 0.1165
H -0.893 -0.100 0.857 0.0980
H 0.226 1.823 -0.388 0.0761
H 1.363 2.723 0.573 0.0883
H -0.360 2.439 1.085 0.0902
H 2.630 1.599 2.548 0.0468
H 1.855 0.333 3.357 0.0707
H 0.980 1.793 3.327 0.0932
H 3.056 0.709 -0.834 0.0552
C -4.776 -3.195 -0.641 -0.0275
C -4.097 -1.880 -1.008 -0.5091
C -4.424 -0.883 0.128 -0.0224
C -2.604 -2.089 -1.062 -0.1476
C -1.829 -0.887 -1.566 -0.1831
C -2.302 -0.623 -2.979 -0.1252
C -3.822 -0.324 -3.029 -0.5013
C -4.055 1.089 -2.509 -0.0378
C -4.205 -0.387 -4.510 -0.0327
N -4.555 -1.364 -2.298 -0.0959
O -5.939 -1.123 -2.320 -0.0112
H -4.521 -3.423 0.397 0.0765
H -5.849 -3.261 -0.798 0.0795
H -4.314 -4.023 -1.196 0.0833
H -4.054 0.124 -0.069 0.0630
H -5.499 -0.768 0.287 0.0837
H -4.004 -1.181 1.094 0.0699
H -2.171 -2.655 -0.229 0.1172
H -2.359 -2.867 -1.811 0.1295
H -2.004 -0.017 -0.927 0.0857
H -0.756 -1.094 -1.574 0.1075
H -2.123 -1.462 -3.654 0.1254
H -1.746 0.231 -3.376 0.1108
H -3.429 1.437 -1.685 0.0629
H -5.101 1.337 -2.296 0.0918
H -3.892 1.870 -3.273 0.0693
H -4.186 -1.408 -4.895 0.0894
H -3.663 0.349 -5.094 0.0750
H -5.280 -0.164 -4.578 0.0822
H -6.281 -1.734 -2.980 0.1061
C -4.291 -5.028 4.485 -0.0399
C -4.104 -3.692 5.206 -0.5139
C -3.694 -4.028 6.662 -0.0160
C -2.957 -2.998 4.491 -0.1576
C -2.748 -1.557 4.970 -0.1479
C -4.000 -0.798 4.559 -0.1458
C -5.301 -1.441 5.058 -0.4920
C -5.541 -0.890 6.494 -0.0430
C -6.459 -0.792 4.266 -0.0262
N -5.285 -2.881 5.060 -0.1110
O -6.510 -3.463 5.404 0.0028
H -5.179 -5.538 4.891 0.0796
H -4.531 -4.938 3.424 0.0836
H -3.494 -5.744 4.684 0.0806
H -4.048 -3.308 7.401 0.0670
H -4.179 -4.965 6.948 0.0788
H -2.614 -4.113 6.784 0.0718
H -2.019 -3.565 4.519 0.1091
H -3.143 -3.035 3.407 0.1155
H -2.697 -1.649 6.059 0.1111
H -1.849 -1.152 4.508 0.0995
H -3.920 -0.502 3.506 0.1065
H -3.959 0.213 4.987 0.1147
H -6.516 -1.210 6.864 0.0845
H -5.322 0.171 6.593 0.0785
H -4.846 -1.327 7.228 0.0667
H -6.692 0.208 4.612 0.0838
H -7.336 -1.424 4.445 0.0759
H -6.311 -0.839 3.184 0.0751
H -6.845 -3.833 4.579 0.1064
C 2.639 1.236 -4.850 -0.0279
C 3.914 1.844 -4.276 -0.5025
C 3.650 3.313 -3.875 -0.0097
C 4.249 1.040 -2.997 -0.1346
C 5.659 1.257 -2.471 -0.1613
C 6.688 1.039 -3.592 -0.1391
C 6.384 1.866 -4.852 -0.5349
C 6.829 3.323 -4.704 -0.0247
C 7.271 1.245 -5.951 -0.0486
N 5.004 1.626 -5.218 -0.1022
O 4.722 2.189 -6.481 -0.0162
H 2.410 1.724 -5.801 0.0796
H 2.680 0.158 -4.990 0.0862
H 1.796 1.497 -4.204 0.0739
H 3.700 3.949 -4.755 0.0923
H 2.698 3.295 -3.341 0.0651
H 4.352 3.660 -3.114 0.0724
H 3.598 1.500 -2.247 0.0976
H 4.054 -0.026 -3.106 0.1180
H 5.833 2.260 -2.078 0.1108
H 5.966 0.518 -1.726 0.1103
H 6.711 -0.010 -3.900 0.1197
H 7.688 1.335 -3.267 0.1200
H 6.333 3.740 -3.826 0.0655
H 6.569 3.896 -5.595 0.0852
H 7.906 3.443 -4.579 0.0863
H 7.438 1.936 -6.776 0.0801
H 6.921 0.254 -6.246 0.0874
H 8.253 1.034 -5.515 0.0821
H 4.824 1.476 -7.119 0.1046
N -1.495 -5.940 0.910 0.1598
C -0.232 -5.601 0.446 -0.6726
N 0.720 -5.702 1.417 0.1436
O -0.072 -5.253 -0.714 0.0093
H -2.242 -5.717 0.282 0.0895
H -1.571 -6.068 1.907 0.0631
H 0.383 -6.169 2.254 0.0549
H 1.703 -5.581 1.269 0.1040
N 4.866 2.760 2.883 0.1522
C 5.505 3.946 2.614 -0.6764
N 6.056 4.571 3.709 0.1403
O 5.546 4.427 1.498 0.0305
H 5.045 2.290 3.750 0.0884
H 4.346 2.336 2.137 0.0713
H 6.126 4.038 4.559 0.0840
H 6.727 5.301 3.563 0.0991
N 5.092 -2.424 4.708 0.1644
C 4.259 -3.218 5.449 -0.6431
N 4.834 -4.357 5.940 0.1643
O 3.056 -2.987 5.475 -0.0029
H 4.603 -1.654 4.287 0.0866
H 6.092 -2.446 4.768 0.1004
H 5.795 -4.574 5.753 0.0985
H 4.308 -4.967 6.535 0.1037
N 1.206 -4.704 4.378 0.1807
C 0.205 -5.560 4.721 -0.6502
N 0.051 -5.721 6.080 0.1610
O -0.568 -6.085 3.922 -0.0156
H 1.171 -4.430 3.411 0.0761
H 1.796 -4.261 5.078 0.0499
H -0.768 -6.243 6.331 0.0986
H 0.642 -5.276 6.755 0.0943
```